# 1
# C24H28Cl8F6HgN4P

A structure of composition C24H28Cl8F6HgN4P in a non-equilibrium geometry (the ωB97M-V functional and the def2-TZVPD basis, the Open Molecules 2025 dataset).

```
72
Properties=species:S:1:pos:R:3:lowdin_charge:R:1
Hg -1.8293 1.1988 -1.6654 1.225
P 0.9766 -0.1495 0.8921 0.198
F 0.8628 1.3451 1.5118 -0.148
F 2.1532 0.2627 -0.0986 -0.127
F 2.0535 -0.6262 1.9934 -0.159
F 0.9609 -1.6233 0.2115 -0.182
F -0.2136 -0.5678 1.9191 -0.158
F -0.1588 0.2747 -0.2373 -0.270
N -1.9642 2.2460 0.5605 -0.011
C -1.5470 3.5248 0.6660 -0.160
C -1.5398 4.2770 1.8230 -0.039
C -2.0257 3.7140 2.9993 -0.030
C -2.4325 2.3990 2.9346 -0.036
C -2.3829 1.7146 1.7310 -0.124
H -1.1258 3.9865 -0.2173 0.087
H -1.0184 5.2232 1.8561 0.116
H -1.9526 4.2636 3.9272 0.122
H -2.8271 1.8721 3.7925 0.119
H -2.6788 0.6771 1.6931 0.095
N -0.0152 2.4079 -2.3825 -0.031
C 0.2710 2.4953 -3.6927 -0.151
C 1.1382 3.3874 -4.3005 -0.023
C 1.9592 4.1240 -3.4394 -0.024
C 1.7952 4.0082 -2.0736 -0.020
C 0.8576 3.1040 -1.6164 -0.127
H -0.2978 1.8708 -4.3777 0.111
H 1.1785 3.4724 -5.3739 0.118
H 2.6759 4.7836 -3.9138 0.123
H 2.3757 4.6164 -1.3971 0.125
H 0.7985 3.0072 -0.5383 0.099
N -3.3627 -0.2208 -0.7003 -0.059
C -2.9257 -1.2634 0.0124 -0.171
C -3.7833 -2.2058 0.5708 -0.052
C -5.1313 -2.0819 0.3453 -0.029
C -5.6244 -0.9968 -0.3769 -0.029
C -4.6960 -0.1092 -0.8690 -0.131
H -1.8602 -1.3432 0.1950 0.062
H -3.3554 -3.0264 1.1285 0.070
H -5.7750 -2.8511 0.7558 0.124
H -6.6730 -0.8641 -0.5935 0.118
H -5.0703 0.7704 -1.3804 0.114
N -0.9971 -0.7210 -2.7144 -0.035
C 0.3202 -0.8632 -2.8926 -0.152
C 0.9606 -2.0087 -3.3513 -0.017
C 0.1565 -3.0783 -3.7190 -0.029
C -1.2169 -2.9728 -3.5517 -0.041
C -1.7394 -1.7945 -3.0775 -0.132
H 0.9643 -0.1051 -2.4597 0.094
H 2.0263 -2.0571 -3.5152 0.119
H 0.6161 -3.9824 -4.0963 0.122
H -1.8329 -3.8326 -3.7727 0.118
H -2.8099 -1.7158 -2.9326 0.105
C 3.9264 -2.7619 3.2872 -1.019
Cl 4.0131 -3.3687 1.6556 0.582
Cl 4.8257 -1.2657 3.4689 0.562
H 2.8893 -2.5845 3.5565 0.019
H 4.3584 -3.4962 3.9602 0.032
C 5.0903 -0.8956 -0.4800 -1.071
Cl 6.0952 -2.3184 -0.8679 0.483
Cl 5.9643 0.5909 -0.7763 0.524
H 4.1902 -0.9025 -1.0813 0.005
H 4.8054 -0.9892 0.5607 -0.049
C 1.4077 1.0648 4.6022 -1.022
Cl 2.4003 2.2644 5.4540 0.507
Cl 0.2556 0.2716 5.7135 0.489
H 0.8911 1.5865 3.8100 -0.007
H 2.0830 0.3122 4.2174 -0.012
C 0.5693 -4.1767 1.4270 -1.012
Cl -0.9775 -3.9292 0.5908 0.592
Cl 1.1026 -5.8719 1.3462 0.514
H 1.3095 -3.5965 0.8895 -0.038
H 0.5622 -3.8992 2.4743 0.038
```

Output
E_LUMO = -0.152 hartree
charge = +1
HOMO energy = -12.10 eV
HOMO-LUMO gap = 7.95 eV

***

# 2
# C18H23N2O3

The ion C18H23N2O3 with charge +1 (the ωB97M-V functional and the def2-TZVPD basis, the Open Molecules 2025 dataset).

```
46
Properties=species:S:1:pos:R:3:nbo_charge:R:1
C -4.0582 -2.2708 0.5530 -0.255
H -3.4192 -2.9514 1.1242 0.177
H -3.9720 -2.4842 -0.5156 0.189
H -5.0912 -2.4087 0.8672 0.211
O -3.7559 -0.9210 0.8297 -0.521
C -2.5760 -0.4063 0.3926 0.337
C -1.5278 -1.1862 -0.0734 -0.292
C -0.3250 -0.6184 -0.4796 -0.110
C -0.1546 0.7563 -0.3973 -0.224
C -1.1915 1.5456 0.0541 -0.228
C -2.4141 0.9986 0.4334 0.304
O -3.3286 1.8919 0.8678 -0.473
C -4.7075 1.6166 0.7789 -0.170
H -5.0279 0.9044 1.5481 0.213
C -5.1002 1.0831 -0.6045 0.654
O -4.2963 0.8910 -1.4856 -0.610
N -6.4177 0.8271 -0.7273 -0.819
H -7.0794 1.0463 -0.0045 0.399
H -6.7676 0.5135 -1.6182 0.413
H -5.1940 2.5809 0.9526 0.218
H -1.0933 2.6176 0.0960 0.237
H 0.7670 1.2206 -0.7198 0.212
C 0.8097 -1.4759 -0.9628 -0.227
H 1.2151 -1.0885 -1.9000 0.231
H 0.4992 -2.5110 -1.1101 0.229
N 1.9049 -1.4322 0.0525 -0.545
H 2.1245 -0.4282 0.2435 0.479
H 1.5523 -1.8257 0.9315 0.432
C 3.1913 -2.0699 -0.3162 -0.218
H 3.1225 -3.1500 -0.1835 0.231
C 4.3067 -1.4612 0.5404 -0.459
C 4.3228 0.0321 0.3301 0.042
C 5.0372 0.5865 -0.7249 -0.245
C 4.9831 1.9474 -0.9692 -0.176
C 4.2023 2.7688 -0.1712 -0.202
C 3.4887 2.2284 0.8840 -0.175
C 3.5446 0.8651 1.1329 -0.311
H 3.0316 0.4667 1.9998 0.218
H 2.8914 2.8634 1.5197 0.229
H 4.1618 3.8290 -0.3635 0.232
H 5.5531 2.3683 -1.7825 0.231
H 5.6490 -0.0493 -1.3473 0.221
H 4.1444 -1.7001 1.5930 0.224
H 5.2577 -1.8983 0.2391 0.251
H 3.3833 -1.8557 -1.3696 0.225
H -1.6466 -2.2563 -0.1375 0.219
```

Output
E_LUMO = -0.090 hartree
SMILES = COc1cc(C[NH2+]CCc2ccccc2)ccc1OCC(N)=O
charge = +1
ΔE to the lowest compared entry with this formula, charge and spin = 0.0 kJ/mol
HOMO energy = -10.76 eV
HOMO-LUMO gap = 8.30 eV

***

# 3
# C13H24BCl4KLiN2O6

A structure of composition C13H24BCl4KLiN2O6 in a non-equilibrium geometry (the ωB97M-V functional and the def2-TZVPD basis, the Open Molecules 2025 dataset).

```
52
Properties=species:S:1:pos:R:3:nbo_charge:R:1
C 1.9052 1.1969 1.8867 -0.648
C 1.5888 2.4928 2.6956 -0.080
O 0.2285 2.5160 3.1377 -0.530
C -0.5667 2.8868 2.0749 -0.067
C -2.0637 2.9812 2.5194 -0.257
N -2.8161 2.1062 1.5940 -0.296
C -3.2166 2.4876 0.3206 -0.169
C -3.8477 1.2396 -0.1480 0.011
N -3.7573 0.3514 0.8713 -0.582
B -4.2597 -1.0662 0.9629 1.258
O -5.4243 -1.3356 0.2447 -0.869
O -3.7067 -2.0597 1.7160 -0.856
C -3.1062 0.8697 1.9532 0.222
H 1.8798 1.4610 0.8212 0.222
H 2.8364 0.7149 2.1838 0.260
H 1.0287 0.5388 2.0409 0.200
H 1.7276 3.3660 2.0378 0.164
H 2.2972 2.5937 3.5218 0.214
H -0.2710 3.8571 1.6375 0.185
H -0.4802 2.0823 1.3179 0.186
H -2.1829 2.6405 3.5525 0.253
H -2.3696 4.0305 2.4300 0.213
H -3.1017 3.4432 -0.2428 0.283
H -4.2888 1.0462 -1.1200 0.297
H -6.0785 -0.7440 0.6223 0.483
H -3.7022 -1.8217 2.6441 0.503
H -2.8452 0.4268 2.9033 0.276
C 3.8589 -3.8297 0.6102 -0.725
C 5.1406 -3.0506 0.2940 0.786
O 5.6921 -3.2974 -0.8239 -0.953
O 5.5120 -2.2664 1.1537 -0.698
H 3.5913 -4.5100 -0.2010 0.173
H 3.9986 -4.4156 1.5191 0.215
H 3.0334 -3.1336 0.7616 0.225
K -5.4183 3.6002 1.3493 0.948
C 1.5606 0.6365 -3.3564 -0.622
C 2.2796 -0.2970 -2.3564 0.117
C 3.6625 -0.6571 -2.9512 -0.629
O 1.5574 -1.4412 -2.2235 -0.905
H 1.4175 0.1613 -4.3292 0.195
H 0.5792 0.9377 -2.9775 0.173
H 2.1441 1.5541 -3.5219 0.175
H 2.4770 0.3206 -1.4516 0.081
H 3.5589 -1.1646 -3.9155 0.178
H 4.2507 -1.3125 -2.2963 0.192
H 4.2612 0.2480 -3.1183 0.187
C -2.7056 -2.5270 -2.7513 -0.221
Cl -3.8703 -2.2038 -4.0449 0.048
Cl -2.9625 -4.1569 -2.1216 0.070
Cl -1.0752 -2.3915 -3.3769 0.177
Cl -2.9844 -1.3320 -1.4486 -0.032
Li 5.0336 -3.7739 -2.6011 0.971
```

Output
E_LUMO = -0.199 hartree
charge = +1
HOMO energy = -7.08 eV
HOMO-LUMO gap = 1.67 eV

***

# 4
# C15H14Cl2N4O2

A cluster of 2 separate species, C15H14Cl2N4O2 in total in a non-equilibrium geometry (the ωB97M-V functional and the def2-TZVPD basis, the Open Molecules 2025 dataset).

```
37
Properties=species:S:1:pos:R:3:nbo_charge:R:1
N -2.6618 -0.4392 3.0875 -0.207
C -1.6647 0.1714 3.0160 0.249
C -0.4536 0.9074 2.9225 -0.117
C -0.4513 2.2748 2.9917 -0.070
C -1.6712 3.0091 3.0025 0.227
N -2.6737 3.6126 2.9910 -0.200
C 0.7964 3.0659 2.9894 0.471
O 0.7718 4.2920 2.9544 -0.431
C 2.0641 2.2810 2.9995 -0.121
Cl 3.5015 3.1864 2.9779 0.117
C 2.0627 0.9158 3.0136 -0.121
Cl 3.5052 0.0169 3.0132 0.115
C 0.7984 0.1265 2.9682 0.491
O 0.7783 -1.1037 2.9744 -0.427
C -2.0082 -2.5549 -0.9283 -0.398
N -0.9647 -1.8461 -1.6159 -0.437
C 0.0398 -2.7054 -2.1983 -0.198
C 0.8305 -1.9922 -3.2659 -0.414
C 1.3198 -0.6751 -2.7193 -0.197
N 0.2476 0.0792 -2.1118 -0.438
C 0.5262 1.4810 -1.9717 -0.395
C -0.7189 -0.5199 -1.3359 0.415
C -1.4317 0.1778 -0.3620 -0.702
H -2.8648 -1.8968 -0.7777 0.218
H -2.3192 -3.4021 -1.5552 0.199
H -1.6706 -2.9459 0.0448 0.187
H 0.7212 -3.0675 -1.4070 0.172
H -0.4719 -3.5792 -2.6099 0.204
H 1.6783 -2.6067 -3.5777 0.217
H 0.2048 -1.8242 -4.1471 0.211
H 2.1170 -0.8524 -1.9743 0.169
H 1.7478 -0.0572 -3.5127 0.204
H -0.4011 2.0250 -1.7875 0.218
H 1.2381 1.6834 -1.1544 0.172
H 0.9664 1.8405 -2.9119 0.202
H -1.2652 1.2360 -0.2101 0.199
H -2.2229 -0.3143 0.1882 0.215
```

Output
E_LUMO = -0.115 hartree
SMILES = N#CC1=C(C#N)C(=O)C(Cl)=C(Cl)C1=O.C=C1N(C)CCCN1C
charge = 0
ΔE to the lowest compared entry with this formula, charge and spin = 437.2 kJ/mol
HOMO energy = -7.45 eV
HOMO-LUMO gap = 4.33 eV

***

# 5
# C8H10N2O3

An isolated molecule of C8H10N2O3 in a non-equilibrium geometry (the ωB97M-V functional and the def2-TZVPD basis, the Open Molecules 2025 dataset).

```
23
Properties=species:S:1:pos:R:3:nbo_charge:R:1
C 2.6468 -0.0631 1.1156 -0.688
C 2.3559 0.6334 -0.2213 0.325
N 3.2432 0.7747 -1.1035 -0.584
C 0.8792 1.1079 -0.4201 -0.517
C 0.0131 -0.1549 -0.4501 -0.067
C -1.2166 -0.3666 0.0313 -0.087
C -2.1239 0.6545 0.7308 -0.257
N -3.5293 0.2954 0.3978 -0.816
C -1.5585 -1.8447 -0.2624 0.784
O -2.5662 -2.3909 -0.3162 -0.463
O -0.3054 -2.4501 -0.4352 -0.524
C 0.4458 -1.4906 -1.0883 0.770
O 1.1997 -1.6137 -1.9619 -0.491
H 1.7330 -0.5650 1.4843 0.212
H 2.9811 0.6541 1.8849 0.236
H 3.4062 -0.8493 0.9710 0.246
H 2.7789 1.2445 -1.8898 0.327
H 0.5662 1.7582 0.4171 0.236
H 0.8021 1.6484 -1.3816 0.234
H -1.9257 1.6569 0.2992 0.186
H -1.9515 0.6974 1.8177 0.219
H -4.1777 0.7478 1.0344 0.365
H -3.6655 0.6516 -0.5454 0.355
```

Output
E_LUMO = -0.004 hartree
SMILES = [H]/N=C(/C)CC1=C(CN)C(=O)OC1=O
charge = 0
ΔE to the lowest compared entry with this formula, charge and spin = 190.1 kJ/mol
HOMO energy = -9.76 eV
HOMO-LUMO gap = 9.65 eV

***

# 6
# C7H12

An isolated molecule of C7H12 in a non-equilibrium geometry (the ωB97M-V functional and the def2-TZVPD basis, the Open Molecules 2025 dataset).

```
19
Properties=species:S:1:pos:R:3:nbo_charge:R:1
C -2.3789 -0.4326 -0.0031 -0.595
C -1.2028 0.5197 -0.0275 -0.296
C -0.1163 -0.0494 0.8767 -0.354
C 1.2460 0.4324 0.2521 -0.274
C 2.2965 -0.6502 0.4329 -0.594
C 0.8519 0.6737 -1.1921 -0.182
C -0.4719 0.6668 -1.3505 -0.188
H -1.8131 -1.5049 0.0164 0.202
H -2.9090 -0.3415 0.9640 0.207
H -3.1269 -0.0385 -0.7547 0.217
H -1.6234 1.4764 0.2965 0.211
H -0.2120 0.2310 1.9474 0.218
H -0.4098 -1.3108 0.7183 0.178
H 1.6658 1.3827 0.6621 0.209
H 1.9007 -1.5842 0.0226 0.206
H 2.5035 -0.8060 1.4978 0.208
H 3.2360 -0.4077 -0.0713 0.205
H 1.5896 0.8222 -1.9822 0.211
H -0.9986 0.7736 -2.2957 0.209
```

Output
E_LUMO = 0.046 hartree
SMILES = C[C@@H]1C=C[C@H](C)C1
charge = 0
ΔE to the lowest compared entry with this formula, charge and spin = 147.2 kJ/mol
HOMO energy = -9.22 eV
HOMO-LUMO gap = 10.47 eV

***

What did the fifth record say?
# C8H10N2O3

An isolated molecule of C8H10N2O3 in a non-equilibrium geometry (the ωB97M-V functional and the def2-TZVPD basis, the Open Molecules 2025 dataset).

```
23
Properties=species:S:1:pos:R:3:nbo_charge:R:1
C 2.6468 -0.0631 1.1156 -0.688
C 2.3559 0.6334 -0.2213 0.325
N 3.2432 0.7747 -1.1035 -0.584
C 0.8792 1.1079 -0.4201 -0.517
C 0.0131 -0.1549 -0.4501 -0.067
C -1.2166 -0.3666 0.0313 -0.087
C -2.1239 0.6545 0.7308 -0.257
N -3.5293 0.2954 0.3978 -0.816
C -1.5585 -1.8447 -0.2624 0.784
O -2.5662 -2.3909 -0.3162 -0.463
O -0.3054 -2.4501 -0.4352 -0.524
C 0.4458 -1.4906 -1.0883 0.770
O 1.1997 -1.6137 -1.9619 -0.491
H 1.7330 -0.5650 1.4843 0.212
H 2.9811 0.6541 1.8849 0.236
H 3.4062 -0.8493 0.9710 0.246
H 2.7789 1.2445 -1.8898 0.327
H 0.5662 1.7582 0.4171 0.236
H 0.8021 1.6484 -1.3816 0.234
H -1.9257 1.6569 0.2992 0.186
H -1.9515 0.6974 1.8177 0.219
H -4.1777 0.7478 1.0344 0.365
H -3.6655 0.6516 -0.5454 0.355
```

Output
E_LUMO = -0.004 hartree
SMILES = [H]/N=C(/C)CC1=C(CN)C(=O)OC1=O
charge = 0
ΔE to the lowest compared entry with this formula, charge and spin = 190.1 kJ/mol
HOMO energy = -9.76 eV
HOMO-LUMO gap = 9.65 eV

***

> Which value of HOMO-LUMO gap does entry 3 give?

1.67 eV